# C38H35OP2Rh

C38H35OP2Rh as an isolated structure at a distorted geometry (ωB97M-V with the def2-TZVPD basis set, the Open Molecules 2025 dataset).

Positions of all 77 atoms, in Å:
C 1.29563 -2.68878 -2.67999
C 0.15338 -2.89408 -1.88437
C -0.94071 -3.59819 -2.41674
C -0.85159 -4.17076 -3.68632
C 0.29752 -3.99104 -4.46186
C 1.36322 -3.23569 -3.96342
P 0.15293 -2.24548 -0.18050
C -1.29578 -3.08374 0.55804
C -2.47552 -2.36608 0.74585
C -3.56588 -2.96002 1.38985
C -3.51492 -4.31364 1.73640
C -2.36941 -5.06365 1.45709
C -1.24953 -4.44709 0.89228
Rh 0.07245 -0.00916 0.15072
P 0.07735 2.22716 -0.04792
C -0.98702 2.89109 -1.36534
C -0.47506 3.62788 -2.44738
C -1.34246 4.21146 -3.37063
C -2.72081 3.99412 -3.27575
C -3.22887 3.18073 -2.25939
C -2.36496 2.61731 -1.31587
C -0.45328 3.10413 1.47753
C 0.34605 2.95356 2.61874
C -0.07057 3.47019 3.84465
C -1.27677 4.17299 3.92967
C -2.03817 4.38726 2.78000
C -1.61394 3.87917 1.54855
C 1.68784 3.02580 -0.30683
C 2.84870 2.25267 -0.39344
C 4.07165 2.87823 -0.66151
C 4.13815 4.26511 -0.81285
C 2.98221 5.04302 -0.67355
C 1.75981 4.42616 -0.40455
C 1.59482 -3.09571 0.56960
C 2.22747 -4.19360 -0.04097
C 3.33050 -4.80291 0.56689
C 3.79673 -4.34096 1.80135
C 3.15846 -3.26184 2.42047
C 2.07269 -2.64244 1.80148
H 1.29943 2.42444 2.55115
H 0.54750 3.31423 4.73024
H -1.61715 4.55786 4.89343
H -2.97007 4.95496 2.82787
H -2.19152 4.08904 0.64955
H 0.60165 3.77105 -2.55325
H -0.93458 4.83533 -4.16695
H -3.39673 4.45168 -4.00099
H -4.29898 2.98329 -2.19317
H -2.76809 1.97890 -0.52287
H 2.78504 1.16891 -0.26300
H 4.97493 2.27269 -0.74827
H 5.09227 4.74758 -1.03355
H 3.02613 6.12750 -0.77595
H 0.85750 5.03413 -0.28959
H 1.87314 -4.57217 -1.00114
H 3.81919 -5.64013 0.06682
H 4.65489 -4.82041 2.27900
H 3.50411 -2.89513 3.38768
H 1.60166 -1.78780 2.29025
H -2.54417 -1.33153 0.39403
H -4.44909 -2.36050 1.61321
H -4.37478 -4.78288 2.22015
H -2.33875 -6.13010 1.68432
H -0.34129 -5.02450 0.70680
H -1.84858 -3.72562 -1.82478
H -1.68989 -4.75521 -4.06757
H 0.35822 -4.43406 -5.45774
H 2.25409 -3.07410 -4.57076
H 2.13945 -2.11766 -2.28362
H -0.06124 0.08337 -1.64223
H 0.76914 0.01747 -1.51063
C -1.91908 0.35944 2.41548
C -0.51239 -0.01376 2.09346
O 0.34406 -0.25979 2.92725
H -2.45372 0.66858 1.51612
H -1.94641 1.18796 3.14404
H -2.43822 -0.50626 2.87527

Its spin multiplicity is 5. The calculation puts the gap between HOMO and LUMO (spin up / spin down) at 5.58 / 3.78 eV. Its LUMO energy (spin up / spin down) is -5.6102 / -10.2417 eV. As for the net charge: +2. The calculated total energy comes out at -63587.18263 eV. The highest occupied orbital energy (spin up / spin down) comes out at -11.19 / -14.02 eV.